{"formula": "C10H16BCl3N2O", "method": "wB97M-V/def2-TZVPD", "lumo_ev": 0.37, "total_energy_ha": -1980.92067, "relative_energy_ev": 0.0000, "gap_ev": 10.07, "homo_ev": -9.695, "elements": ["Cl", "B", "Cl", "Cl", "O", "C", "C", "C", "C", "C", "C", "C", "H", "H", "H", "H", "H", "H", "C", "N", "N", "C", "C", "H", "H", "H", "H", "H", "H", "H", "H", "H", "H"], "xyz": [[3.83072, -2.19012, 1.11788], [2.95223, -0.59107, 1.39101], [3.37809, 0.30364, 2.90318], [3.63534, 0.63369, -0.14400], [1.51242, -0.78007, 1.22463], [0.59836, 0.11793, 0.71680], [-0.78213, -0.31937, 1.13952], [-1.72647, 0.66875, 1.40754], [-3.02424, 0.32592, 1.78806], [-3.39412, -1.01735, 1.91148], [-2.42780, -2.00751, 1.72426], [-1.10977, -1.66824, 1.38932], [0.79941, 1.16538, 1.02997], [-1.41645, 1.71045, 1.31937], [-3.76212, 1.10773, 1.97096], [-4.41287, -1.28699, 2.21443], [-2.70485, -3.05947, 1.84991], [-0.35328, -2.45675, 1.31762], [0.58863, -1.29416, -1.32127], [0.81655, 0.07979, -0.78452], [0.10078, 1.10400, -1.46148], [0.72056, 2.42096, -1.22014], [0.06395, 0.85855, -2.90355], [1.53508, -1.66771, -1.73107], [0.26289, -1.95560, -0.51899], [-0.19966, -1.27217, -2.06969], [1.86109, 0.29251, -0.86519], [0.22176, 3.08441, -1.93648], [0.52962, 2.78299, -0.20148], [1.80637, 2.41559, -1.44808], [-0.25041, 1.80524, -3.34183], [1.04237, 0.57742, -3.32263], [-0.69203, 0.11163, -3.14555]], "forces_ev_per_a": [[-0.33, 0.35, 0.20], [-0.33, 0.14, -0.68], [0.01, 0.00, 0.16], [-0.06, -0.26, 0.34], [0.67, -0.06, -0.23], [0.62, -0.22, 1.23], [-0.33, -0.13, 0.43], [-0.16, -0.20, -0.19], [-0.17, -0.08, -0.07], [0.25, 0.24, 0.12], [0.21, -0.03, 0.01], [-0.34, 0.20, -0.27], [-0.09, -0.61, -0.22], [-0.26, -0.18, -0.02], [0.23, -0.19, 0.00], [0.45, 0.13, -0.22], [0.20, 0.41, 0.02], [-0.26, 0.40, 0.04], [0.00, -0.45, -0.02], [0.76, -0.32, -0.15], [-0.66, 0.64, -0.39], [0.07, 0.03, -0.24], [-0.19, 0.22, -0.11], [-0.36, 0.13, 0.04], [0.28, 0.24, -0.19], [0.28, -0.12, 0.21], [-0.46, -0.25, 0.17], [0.19, 0.05, 0.48], [0.18, -0.13, -0.36], [-0.44, 0.07, 0.25], [0.02, -0.25, -0.17], [-0.14, 0.04, 0.02], [0.17, 0.18, -0.17]]}

---

{"formula": "C10H16Br2N2O2", "method": "wB97M-V/def2-TZVPD", "lumo_ev": 0.09, "total_energy_ha": -5798.61041, "relative_energy_ev": 0.0000, "gap_ev": 10.49, "homo_ev": -10.407, "elements": ["O", "C", "O", "C", "Br", "Br", "H", "H", "C", "C", "C", "C", "N", "H", "H", "H", "H", "H", "H", "H", "C", "C", "C", "C", "N", "H", "H", "H", "H", "H", "H", "H"], "xyz": [[-2.56994, 0.20117, 3.19272], [-2.93459, 1.28077, 2.96646], [-4.07276, 1.84762, 3.54065], [-5.21674, 1.75313, 2.73253], [-5.46331, 0.01913, 1.85773], [-6.75296, 2.01361, 3.96082], [-2.28888, 1.89250, 2.29463], [-5.31350, 2.54802, 1.98125], [0.99173, -2.59456, -0.51973], [0.03063, -2.66469, 0.66115], [-1.33849, -2.06001, 0.34001], [-1.19020, -0.63339, -0.01914], [-1.06709, 0.46713, -0.29496], [1.19821, -1.56550, -0.80307], [1.94528, -3.05746, -0.26401], [0.58589, -3.11501, -1.38982], [0.47327, -2.14427, 1.51406], [-0.10120, -3.70806, 0.95689], [-2.00024, -2.13845, 1.20416], [-1.80569, -2.58813, -0.49323], [3.71113, 1.47391, -0.73794], [3.43838, 1.87114, -2.18463], [2.24078, 1.13201, -2.78815], [2.48339, -0.32617, -2.78293], [2.66660, -1.45174, -2.77886], [3.96753, 0.41603, -0.65395], [4.55141, 2.04416, -0.33918], [2.83996, 1.66741, -0.10755], [4.33201, 1.67574, -2.78240], [3.25071, 2.94616, -2.23044], [2.07526, 1.45681, -3.81621], [1.33344, 1.34096, -2.21683]], "forces_ev_per_a": [[0.24, -2.29, 0.99], [0.88, 1.79, -0.99], [-0.28, -0.35, -1.01], [-0.85, 0.17, 0.93], [0.13, 0.41, -0.01], [0.60, 0.07, -0.47], [-0.93, 0.54, 0.27], [0.27, -0.43, 0.20], [-0.10, -0.10, 0.24], [0.32, -0.15, -0.11], [0.23, 0.31, 0.12], [-0.42, -1.29, 0.31], [0.16, 0.94, -0.20], [-0.07, -0.04, 0.02], [-0.01, 0.01, -0.07], [0.06, 0.05, -0.02], [-0.13, -0.01, 0.03], [-0.14, 0.06, 0.05], [-0.06, 0.14, -0.06], [0.01, 0.09, -0.03], [0.03, 0.03, 0.03], [0.18, 0.06, 0.24], [0.29, -0.26, 0.06], [-0.43, 1.36, -0.21], [0.32, -0.89, -0.11], [-0.06, 0.01, -0.03], [-0.04, 0.00, 0.01], [0.02, -0.03, -0.01], [-0.08, 0.02, -0.07], [-0.06, -0.05, -0.09], [-0.06, -0.10, 0.00], [-0.01, -0.10, 0.00]]}

---

{"formula": "C10H16BrClN3", "method": "wB97M-V/def2-TZVPD", "smiles": "CN(C)c1cc[n+]([C@H](Cl)N(C)C)cc1Br", "lumo_ev": -3.41, "total_energy_ha": -3588.80814, "relative_energy_ev": 0.3417, "gap_ev": 8.74, "total_charge": 1, "homo_ev": -12.148, "elements": ["C", "N", "C", "C", "Cl", "H", "H", "H", "H", "H", "H", "H", "C", "N", "C", "C", "C", "Br", "C", "N", "C", "C", "H", "H", "H", "H", "H", "H", "H", "H", "H"], "xyz": [[-0.41077, 3.63503, 1.22540], [-1.25367, 2.67329, 1.91085], [-2.43638, 3.33627, 2.53593], [-0.87137, 1.33360, 2.04629], [-2.26334, 0.21153, 2.34599], [-1.01997, 4.55833, 1.07275], [0.47225, 3.90672, 1.84419], [-0.05508, 3.22948, 0.25645], [-2.45029, 4.38849, 2.17686], [-3.38333, 2.84460, 2.26327], [-2.35122, 3.36282, 3.63389], [-0.04007, 1.22740, 2.82450], [2.60289, -2.81678, -2.13713], [1.18004, -2.53871, -1.97264], [0.40688, -3.53950, -2.70362], [0.74928, -1.60681, -1.06385], [-0.53733, -1.00632, -1.19045], [-1.55666, -0.98086, -2.81933], [-0.97273, -0.10699, -0.24089], [-0.17165, 0.43337, 0.72611], [1.02962, -0.17381, 0.90518], [1.55890, -1.10330, 0.01586], [3.17777, -1.97098, -1.72487], [2.86522, -3.77138, -1.62995], [2.82120, -2.97476, -3.21541], [-0.65540, -3.50061, -2.45430], [0.55762, -3.41357, -3.79143], [0.85940, -4.51715, -2.45327], [-2.00809, 0.20473, -0.31080], [1.55957, 0.13289, 1.80535], [2.59673, -1.45701, 0.11904]], "forces_ev_per_a": [[0.99, 0.20, -0.09], [-0.81, -0.21, -1.03], [-0.26, -0.56, 0.10], [0.31, -0.45, 0.58], [0.60, 0.98, 0.73], [0.83, -0.88, -0.20], [-0.30, -0.02, -0.40], [-0.19, 0.35, 0.45], [-0.12, -0.97, 0.29], [0.38, 0.18, 0.10], [-0.01, -0.09, -0.34], [-0.92, -0.56, -1.16], [0.36, -0.16, 0.34], [0.51, 0.84, 0.81], [-0.13, -0.04, -0.22], [0.25, -0.60, -1.21], [-0.09, 0.69, 0.33], [0.26, -0.34, 0.67], [0.14, 0.55, -0.38], [-0.89, -0.63, 0.54], [0.45, 0.29, -0.50], [-0.41, 0.09, 0.02], [0.02, -0.59, -0.48], [0.02, 0.62, -0.11], [-0.12, 0.38, 0.66], [0.33, -0.20, -0.06], [-0.27, 0.13, 0.45], [-0.51, 0.30, 0.06], [0.25, 0.54, 0.09], [0.17, 0.00, -0.35], [-0.84, 0.18, 0.32]]}

---

{"formula": "C10H16CaO6", "method": "wB97M-V/def2-TZVPD", "lumo_ev": -8.26, "total_energy_ha": -1519.05067, "gap_ev": 7.53, "total_charge": 2, "homo_ev": -15.793, "elements": ["C", "C", "O", "C", "C", "C", "C", "C", "O", "C", "O", "C", "O", "C", "O", "O", "H", "H", "H", "H", "H", "H", "H", "H", "H", "H", "H", "H", "H", "H", "H", "H", "Ca"], "xyz": [[-2.72248, 2.55651, 0.68839], [-1.61891, 1.47652, 0.49127], [-0.51906, 1.91831, -0.23029], [-0.46250, 1.45489, -1.58251], [-0.07873, -0.03030, -1.79775], [0.44539, -0.85877, -0.61222], [1.76175, -0.38261, -0.03574], [2.44932, -1.38972, 0.88314], [3.59350, -0.79899, 1.48400], [3.32876, 0.02766, 2.52896], [2.50852, -0.19619, 3.35595], [0.42322, -2.31956, -1.13990], [-1.03432, -2.61726, -0.99783], [-1.52338, -1.73838, -0.20549], [-2.73531, -1.48419, -0.02396], [-0.60767, -1.00877, 0.39740], [-3.19102, 2.81450, -0.27002], [-3.47199, 2.27590, 1.44813], [-2.19038, 3.41757, 1.09783], [-1.26146, 1.15622, 1.48618], [-1.98340, 0.54080, 0.02946], [-1.47469, 1.58079, -1.99732], [0.16901, 2.14632, -2.13961], [0.70134, -0.09813, -2.56159], [-0.96773, -0.50866, -2.22252], [1.53928, 0.50821, 0.56674], [2.40117, -0.06638, -0.86438], [2.79228, -2.28586, 0.35943], [1.75036, -1.71909, 1.66199], [3.93671, 0.93964, 2.50884], [0.93636, -3.06029, -0.52954], [0.69930, -2.38606, -2.18997], [-3.59323, 0.13538, 0.41293]], "forces_ev_per_a": [[0.62, -0.52, -0.48], [0.73, 0.75, 0.64], [0.08, -0.27, 0.04], [-0.70, 0.26, -0.19], [0.04, 0.60, 0.33], [0.94, -1.16, -1.28], [-0.34, 0.26, 0.51], [-0.11, -0.65, 0.41], [-0.08, 0.48, -0.76], [0.27, 0.14, 0.08], [-0.73, 0.00, 0.23], [-0.11, 0.14, 0.44], [-0.32, 0.02, -0.53], [1.00, -0.56, 0.25], [2.19, -4.02, -0.98], [-0.38, 0.49, 0.18], [-0.05, 0.28, 0.20], [0.06, 0.29, 0.03], [-0.29, 0.06, -0.11], [-0.11, 0.03, -0.14], [2.70, 1.28, -0.71], [0.15, 0.12, -0.17], [0.16, -0.13, 0.29], [-0.14, 0.08, 0.04], [0.23, -0.24, -0.06], [0.09, 0.01, -0.24], [0.03, -0.11, 0.11], [0.13, 0.24, -0.01], [0.09, 0.04, -0.05], [0.37, -0.27, 0.01], [0.02, 0.12, -0.05], [-0.22, -0.24, 0.08], [-6.31, 2.47, 1.88]]}